Model a:
19
Properties=species:S:1:pos:R:3 method="wB97M-V/def2-TZVPD" smiles="CSCC[C@H](N)C=O" charge=0
C 3.26788 -1.16916 -0.61073
S 2.18482 0.12966 0.19604
C 0.71969 -0.34115 -0.71610
C -0.48315 0.65023 -0.56325
C -1.30017 0.41337 0.67927
N -2.39597 -0.49842 0.26353
C -1.82187 1.66232 1.33011
O -2.94923 1.65455 1.81715
H 3.29372 -2.07978 -0.02354
H 4.24588 -0.77124 -0.60223
H 2.96840 -1.31335 -1.58217
H 0.85332 -0.65550 -1.78511
H 0.44379 -1.43646 -0.30208
H -0.14277 1.82396 -0.66340
H -1.15595 0.49873 -1.40307
H -0.70213 -0.14431 1.48166
H -2.79984 -1.00484 1.09443
H -3.05374 -0.01885 -0.26238
H -1.17269 2.60025 1.65187

---

Model b:
19
Properties=species:S:1:pos:R:3 method="wB97M-V/def2-TZVPD" charge=0
C -1.24382 -1.67501 -0.89756
C 2.52353 0.25287 0.78858
C 2.56518 -0.55683 -0.47921
C 1.55775 0.51475 -0.29257
C -2.81738 1.04800 0.26899
N -1.43259 1.04730 -0.17598
O -0.84753 -0.90639 1.39728
S -0.58164 -0.48767 0.00838
H -1.26564 -2.64926 -0.29784
H -0.79887 -1.76403 -1.82111
H 2.34709 -0.38777 1.74203
H 3.26910 0.99092 0.85781
H 3.48642 -0.21761 -1.13018
H 2.36155 -1.56613 -0.40951
H 1.43569 1.45921 -0.83639
H -3.20545 0.00441 0.02352
H -3.06411 1.26122 1.31776
H -3.37695 1.88016 -0.22988
H -0.91232 1.75185 0.16587

---

Model c:
19
Properties=species:S:1:pos:R:3 method="wB97M-V/def2-TZVPD" charge=0
C -1.11172 -1.80524 0.84833
C -1.62436 -0.43283 0.83725
C -0.44221 -0.82817 -0.00654
C -0.39759 -0.85195 -1.47949
C 1.08410 2.37160 0.22499
N 1.37913 1.13154 -0.34516
O 2.10070 -1.43824 0.23630
S 1.08084 -0.25529 0.72550
H -0.65376 -2.25925 1.67942
H -1.59345 -2.62896 0.10947
H -2.51587 -0.13251 0.39359
H -1.40335 0.16420 1.69767
H -1.27860 -1.50778 -1.88342
H 0.62590 -1.34125 -1.62004
H -0.34296 0.28294 -1.84841
H 0.38504 2.87693 -0.54013
H 0.57765 2.29577 1.21283
H 1.86132 3.12359 0.42383
H 2.26918 1.23489 -0.66602

---

Model d:
19
Properties=species:S:1:pos:R:3 method="wB97M-V/def2-TZVPD" smiles=CN[C@@]1(CO)C[C@H]1S charge=0
C 1.14668 1.80589 0.01637
N 0.27398 0.81087 -0.60957
C -0.03162 -0.31534 0.16853
C 1.03700 -1.39625 -0.06760
O 2.03846 -0.95953 -0.92832
C -0.86660 -0.13405 1.39278
C -1.53668 -0.81430 0.23588
S -2.76474 0.09373 -0.68803
H 0.91236 2.17392 1.02665
H 1.00566 2.67887 -0.67348
H 2.20535 1.52806 -0.02921
H -0.54932 1.19279 -1.07562
H 1.46894 -1.64879 0.85859
H 0.53297 -2.28072 -0.53527
H 1.67834 -0.29449 -1.54439
H -1.22338 0.87922 1.68728
H -0.74949 -0.70994 2.27412
H -1.71458 -1.91231 0.24582
H -2.86333 -0.69762 -1.75453

---

Q: What are the energies relative to the best structure? A: model a 0.0000; model b 0.1774; model c 0.0733; model d 0.0024, in hartree.

---

Model a:
19
Properties=species:S:1:pos:R:3 method="wB97M-V/def2-TZVPD" charge=0
C -3.03171 0.31691 1.53322
C 0.32840 0.53616 0.70009
C 1.27390 -0.07811 0.06113
C 2.73562 0.24658 0.15426
C 1.06936 -1.15240 -1.07556
N -2.08144 0.75365 -0.86691
O -2.04644 -1.59398 -0.15545
S -1.95052 -0.27154 0.40443
H -2.92148 -0.20125 2.50343
H -2.67265 1.40662 1.48085
H 0.44099 1.26351 1.42334
H 3.17881 0.39616 -0.95706
H 2.96069 1.12270 0.84617
H 3.34540 -0.60877 0.68047
H 0.49057 -1.99675 -0.87084
H 0.61733 -0.78062 -2.01147
H 2.00116 -1.54160 -1.28166
H -1.76250 1.76719 -0.78055
H -1.97549 0.41554 -1.78791

---

Model b:
19
Properties=species:S:1:pos:R:3 method="wB97M-V/def2-TZVPD" smiles="CCC1=CC1.NSO" charge=0
C 0.22865 2.28091 1.12096
C 0.61391 0.91668 0.54857
C 0.35943 -0.16362 1.51138
C -0.05574 -1.34659 1.84949
C 0.48613 -0.50617 2.96961
H -0.84038 2.32173 1.31665
H 0.48140 3.06908 0.41727
H 0.75147 2.46291 2.05562
H 1.68004 0.91558 0.30557
H 0.06768 0.72098 -0.37508
H -0.46521 -2.29511 1.60421
H -0.19476 -0.06562 3.69224
H 1.46153 -0.73285 3.39329
N -1.62767 -1.51156 -3.74133
S -0.41457 -1.72494 -2.60451
O 0.47816 -0.34007 -2.78933
H -2.54198 -1.32333 -3.35758
H -1.64427 -2.20138 -4.47630
H 1.17617 -0.47664 -3.44072

---

Model c:
19
Properties=species:S:1:pos:R:3 method="wB97M-V/def2-TZVPD" charge=0
C -1.12575 1.92694 -0.37450
C -2.07856 1.16891 0.47573
S -1.00281 0.68455 1.85256
C -0.03925 0.93170 -0.62923
N -0.37207 -0.06264 -1.45854
C 0.66074 -1.06330 -1.49342
C 0.58298 -1.99118 -0.29253
O 1.54464 -2.51045 0.20825
H -0.69852 2.73590 0.21885
H -1.59461 2.23450 -1.31161
H -2.89369 1.77184 0.87413
H -2.41583 0.27176 -0.04107
H 3.28318 -1.73898 2.66349
H 3.06003 -1.81561 3.36656
H 0.96550 1.34542 -0.80267
H 0.10894 0.45603 0.46933
H 1.66236 -0.60004 -1.48861
H 0.74389 -1.60372 -2.44142
H -0.39115 -2.14162 0.20471

---

Q: What are the energies relative to the best structure? A: model a 0.1153; model b 0.0000; model c 0.0677, in hartree.

---

Model a:
16
Properties=species:S:1:pos:R:3 method="wB97M-V/def2-TZVPD" smiles="CC(=O)CO.NO" charge=0
C -1.29144 -0.02477 1.35368
C -1.11502 -0.18516 -0.13012
O -1.59853 -1.12867 -0.74895
C -0.49441 1.03517 -0.90979
O 0.59392 1.64834 -0.23807
H -0.74340 -0.81794 1.86720
H -0.93275 0.94791 1.69554
H -2.35461 -0.09767 1.59498
H -1.29631 1.76967 -1.02645
H -0.18204 0.72463 -1.91234
H 0.93549 2.34851 -0.81975
N 1.78878 -1.22329 0.40892
O 1.50077 -1.46508 -0.99325
H 1.99950 -0.21946 0.41911
H 2.67779 -1.70970 0.53583
H 0.51226 -1.60249 -1.09655

---

Model b:
16
Properties=species:S:1:pos:R:3 method="wB97M-V/def2-TZVPD" smiles="N[C@H](C=O)CO.O" charge=0
N -0.38736 -0.74087 0.94625
C -1.00745 -0.18608 -0.21814
C -0.49508 -0.77525 -1.51303
O -1.11732 -0.71181 -2.53686
C -0.78803 1.33168 -0.28383
O -1.33933 1.90090 0.89844
H -0.13962 -0.03548 1.63538
H -0.96939 -1.41639 1.41453
H -2.09431 -0.31254 -0.26052
H 0.47144 -1.31372 -1.42980
H 0.29875 1.48138 -0.32463
H -1.29329 1.73122 -1.15465
H -0.83019 2.68188 1.13238
O 3.39745 -0.97916 0.80676
H 3.48649 -1.93515 0.79093
H 2.80723 -0.72061 0.09679

---

Q: What are the energies relative to the best structure? A: model a 0.0518; model b 0.0000, in hartree.

---

Model a:
16
Properties=species:S:1:pos:R:3 method="wB97M-V/def2-TZVPD" smiles="NC(=O)CCO.O" charge=0
N -0.76971 0.18926 -0.56599
C 0.21225 -0.27166 0.27335
O 0.10736 -0.23150 1.47638
C 1.39926 -0.88682 -0.48901
C 2.51894 -1.18748 0.49629
O 3.75683 -1.51414 -0.15189
H -1.57170 0.68935 -0.22783
H -0.61097 0.20401 -1.55781
H 1.06068 -1.79712 -0.94905
H 1.74588 -0.19450 -1.25889
H 2.71992 -0.40151 1.21200
H 2.26778 -2.06724 1.06857
H 4.06054 -0.77988 -0.68915
O -5.62111 2.33707 0.40841
H -6.25166 2.98609 0.06339
H -5.02429 2.92607 0.89123

---

Model b:
16
Properties=species:S:1:pos:R:3 method="wB97M-V/def2-TZVPD" smiles="N[C@@H](C=O)CO.O" charge=0
N 1.94411 -0.43465 -0.24019
C 0.77777 -0.27144 0.65397
C 0.32510 1.15879 0.79542
O -0.80559 1.53838 1.09307
C -0.34652 -1.22759 0.29043
O 0.03767 -2.61005 0.52444
H 2.26115 -1.37462 -0.21465
H 1.68965 -0.15302 -1.14424
H 1.17886 -0.44173 1.61455
H 1.14303 1.93387 0.79842
H -0.62468 -1.19943 -0.78696
H -1.19883 -0.89581 0.96866
H -0.90125 -2.86303 0.66225
O -1.65246 1.76945 -2.34275
H -1.44485 2.53230 -3.02855
H -0.88690 1.96323 -1.82522

---

Model c:
16
Properties=species:S:1:pos:R:3 method="wB97M-V/def2-TZVPD" charge=0
C 0.83372 0.63041 1.09639
N 0.15369 1.71982 -1.19750
O -0.35718 1.51243 -0.00154
O 2.02370 0.56227 0.41087
H 2.03175 -0.22089 -0.16311
H 0.90562 2.41403 -1.16036
H 0.42730 0.81328 -1.65466
H 0.86853 1.53636 1.70404
H 0.67861 -0.13524 1.85926
C -1.71564 -1.18021 -0.02634
C -0.23138 -1.28136 -0.20733
O 0.35583 -0.97499 -1.26401
H 0.27352 -1.95774 0.50413
H -1.93233 -0.83768 0.98553
H -2.13848 -0.44434 -0.70715
H -2.17724 -2.15616 -0.17822

---

Q: What are the energies relative to the best structure? A: model a 0.0000; model b 0.0651; model c 0.1749, in hartree.

---

Model a:
16
Properties=species:S:1:pos:R:3 method="wB97M-V/def2-TZVPD" charge=0
C 2.12721 0.05341 -0.43366
C 0.89352 -0.24811 0.40220
C -0.04287 0.90434 -0.13845
N -2.99621 -0.74280 -0.23165
O 0.47854 -1.54104 0.45009
O -0.09971 1.97330 0.57066
O -1.99738 -0.40695 0.62884
H 2.06456 -0.11645 -1.53230
H 2.79302 -0.74562 -0.13210
H 2.64196 1.06312 -0.20128
H 1.06047 0.22714 1.45528
H -0.18021 0.98887 -1.27946
H -2.79102 -1.67096 -0.77102
H -3.39518 -0.00918 -0.78428
H -0.58308 -1.47703 0.47972
H 0.02637 1.74796 1.51741

---

Model b:
16
Properties=species:S:1:pos:R:3 method="wB97M-V/def2-TZVPD" smiles="NCCO.O=CO" charge=0
N 1.34637 -0.11689 0.12274
C 0.83319 0.01082 -1.24953
C -0.68189 0.05279 -1.23641
O -1.09856 0.08295 -2.59631
H 1.16029 -1.04378 0.49019
H 2.34806 -0.00228 0.13145
H 1.15579 -0.81133 -1.89420
H 1.19751 0.94470 -1.67555
H -1.07770 -0.83021 -0.72970
H -1.02350 0.94095 -0.70451
H -2.05281 0.17768 -2.62259
O -0.40677 -1.21171 2.40597
C -0.61264 -0.06409 2.70924
O -0.20309 0.98931 2.03909
H -1.29405 0.20959 3.52569
H 0.40980 0.67151 1.28443

---

Q: What are the energies relative to the best structure? A: model a 0.2073; model b 0.0000, in hartree.

---

Model a:
15
Properties=species:S:1:pos:R:3 method="wB97M-V/def2-TZVPD" charge=0
C 2.04629 -0.36682 -0.00966
C 0.54542 -0.77306 0.23999
C -0.50654 0.02155 -0.21124
C -1.00288 1.58853 0.08786
H 2.39130 -0.99346 -1.20759
H 2.66817 -0.68816 1.06505
H 1.87533 1.03138 -0.48654
H 0.23061 -1.54825 -0.51846
H 0.49350 -0.83347 1.41317
H -0.47083 0.04739 -1.27280
H -1.57675 1.17728 1.08245
H -2.00129 1.88183 -0.32782
H -0.40016 2.41535 0.07565
H -1.98922 -2.23044 0.06648
S -2.30295 -0.72964 0.00346

---

Model b:
15
Properties=species:S:1:pos:R:3 method="wB97M-V/def2-TZVPD" smiles=CC(C)CS charge=0
C -0.91114 1.26305 -0.35342
C -0.37596 -0.17837 -0.34784
C -1.09422 -0.89817 0.86564
C 1.19319 -0.05187 -0.01762
S 2.17113 -1.02803 -1.17575
H -0.16400 1.88994 0.09603
H -0.90894 1.77847 -1.29567
H -1.90428 1.19209 0.06999
H -0.51570 -0.47252 -1.38216
H -1.06081 -1.99924 0.89822
H -0.88661 -0.75166 1.93481
H -2.11707 -0.68210 0.64000
H 1.45743 -0.30265 1.03766
H 1.49108 1.00882 -0.03910
H 3.62590 -0.76773 -0.93080

---

Q: What are the energies relative to the best structure? A: model a 0.1797; model b 0.0000, in hartree.

---

Model a:
15
Properties=species:S:1:pos:R:3 method="wB97M-V/def2-TZVPD" smiles="C=C.CSC" charge=0
C -1.75867 1.90488 3.98086
C -1.65626 1.38456 2.76785
H -1.43614 1.31629 4.82743
H -2.17733 2.89533 4.13432
H -1.31835 0.35123 2.68210
H -1.92736 1.77767 1.79550
C 1.17172 -1.94342 -3.35448
S 1.39737 -0.20023 -2.94695
C 1.11559 -0.18146 -1.17499
H 0.47843 -2.48232 -2.69868
H 2.10095 -2.49725 -3.19150
H 0.88070 -1.97043 -4.39620
H 0.11479 -0.50439 -0.91306
H 1.87585 -0.71998 -0.61026
H 1.13868 0.86951 -0.90193

---

Model b:
15
Properties=species:S:1:pos:R:3 method="wB97M-V/def2-TZVPD" smiles=CCCCS charge=0
C 1.39515 1.13314 -0.43220
C 0.25744 0.48535 -1.21618
C -0.89366 -0.08697 -0.33080
C -0.42040 -0.89022 0.86667
S -1.76471 -1.03183 2.08174
H 1.84494 1.91483 -1.03281
H 1.04398 1.69378 0.44164
H 2.15528 0.43805 -0.09985
H 0.68004 -0.33123 -1.78305
H -0.20312 1.20545 -1.89324
H -1.53623 -0.71546 -0.94486
H -1.42681 0.80720 0.00056
H 0.46188 -0.45241 1.33213
H -0.05004 -1.87160 0.55664
H -1.54373 -2.29808 2.45362

---

Q: What are the energies relative to the best structure? A: model a 0.0416; model b 0.0000, in hartree.

---

Model a:
21
Properties=species:S:1:pos:R:3 method="wB97M-V/def2-TZVPD" charge=+1
C -0.43623 2.18594 -1.07694
N -0.79814 0.80388 -1.48731
C -0.74171 0.58759 -2.95752
H 0.38148 2.53838 -1.69576
H -1.28945 2.84725 -1.19754
H -0.13860 2.17965 -0.03488
H -1.73852 0.60761 -1.15459
H -1.23702 1.40579 -3.46642
H -1.20521 -0.35680 -3.20129
H 0.30137 0.55143 -3.26184
C 0.27395 -1.19922 0.96700
C 0.70872 -0.81305 2.15620
N 0.17434 -1.19681 3.37455
N 0.94770 -0.82905 -0.27374
H -0.62589 -1.77412 0.83473
H 1.61908 -0.22695 2.25184
H 0.12047 -0.44243 4.04662
H -0.73059 -1.64160 3.29789
H -0.07855 0.07165 -0.98303
H 1.27598 -1.67029 -0.74549
H 1.75719 -0.25590 -0.05132

---

Model b:
21
Properties=species:S:1:pos:R:3 method="wB97M-V/def2-TZVPD" charge=+1
C -1.08586 2.73075 1.34806
C -1.76547 1.40771 1.41191
H -0.48427 2.91510 2.25689
H -0.43662 2.84421 0.54592
H -1.78782 3.49880 1.37639
H -2.52428 1.37194 2.27497
H -2.51743 1.19116 0.70945
H -1.03399 0.57746 1.34975
C 1.56549 -0.47596 0.58435
C 0.57095 -1.51064 -1.42941
N 0.47079 -0.48598 -0.47501
N 1.33054 -2.57103 -1.10035
N -0.14217 -1.40942 -2.61456
H 0.38366 0.42665 -0.84933
H 1.86378 -2.83758 -0.29977
H 1.02415 -3.38074 -1.62889
H -0.98005 -0.82959 -2.79556
H 0.13597 -2.00819 -3.41840
H 2.09307 -1.37357 0.68348
H 0.99943 -0.29437 1.57547
H 2.32014 0.21332 0.49465

---

Model c:
21
Properties=species:S:1:pos:R:3 method="wB97M-V/def2-TZVPD" charge=+1
C 1.10327 -1.57780 -0.94066
C 2.68161 0.30196 -0.61848
N 2.41028 -0.94102 -0.66068
H 0.77497 -1.98366 0.00904
H 1.22172 -2.24050 -1.79482
H 0.37556 -0.84131 -1.27671
H 1.93282 1.06294 -0.79182
H 3.71233 0.55580 -0.40009
H 3.20079 -1.57436 -0.57456
C -1.54418 -0.11350 0.90236
C -1.35649 1.26988 0.29543
N -0.34885 1.18845 -0.80786
N -2.58334 -0.04738 1.92909
H -1.76677 -0.78994 0.06172
H -0.62045 -0.39128 1.41388
H -2.31950 1.61848 -0.09078
H -1.02423 2.00647 1.02352
H -0.14600 2.11882 -1.15987
H -0.85080 0.73939 -1.56938
H -3.47871 0.15984 1.49851
H -2.71542 -0.97022 2.33025

---

Q: What are the energies relative to the best structure? A: model a 0.0000; model b 0.0162; model c 0.0361, in hartree.